Computed, not measured: a molecular structure, C22H37Cl4GeO2SiTb, with wB97M-V/def2-TZVPD.

Geometry as XYZ:
```
68
Properties=species:S:1:pos:R:3:forces:R:3:lowdin_spin:R:1
Tb -0.269 -1.524 0.127 -0.430 -0.069 -0.564 6.63
Ge -2.998 -4.038 -0.616 -0.194 -0.155 -0.526 -0.08
Cl 1.312 -1.822 5.004 0.055 0.005 -0.001 0.00
Cl 4.450 -2.041 5.354 -0.027 -0.002 -0.030 0.00
Cl 6.267 -2.246 2.794 -0.078 -0.001 -0.026 0.00
Cl 4.909 -2.317 -0.064 0.029 0.005 0.047 0.00
Si 0.181 1.478 -0.397 -0.019 0.490 0.002 0.02
O 0.429 -1.828 2.213 0.543 -0.182 0.423 0.01
O 1.975 -2.179 0.014 0.096 -0.033 0.373 0.01
C 2.343 -1.984 3.611 0.049 0.064 0.070 0.00
C -4.940 -4.425 -0.750 -0.220 0.087 -0.020 -0.02
C 2.784 1.746 -1.628 0.060 -0.055 -0.009 0.00
C 1.003 2.346 1.195 0.007 0.011 0.001 0.00
C -2.282 -4.762 -2.315 0.098 -0.006 -0.127 0.00
C 1.484 3.797 1.056 0.090 -0.058 0.045 0.00
C 2.547 -2.140 1.184 0.025 0.051 -0.062 0.00
C 3.931 -2.193 1.372 0.088 -0.104 -0.057 0.00
C 0.976 1.003 -3.097 0.037 0.068 -0.085 0.00
C -0.011 2.295 2.347 0.001 0.137 0.052 0.00
C -2.578 -2.176 -0.494 0.149 -0.189 0.037 -0.53
C -2.094 2.026 -2.087 -0.036 0.025 -0.034 0.00
C 3.739 -2.066 3.766 -0.054 -0.005 -0.082 0.00
C -1.590 2.348 -0.673 -0.042 -0.039 -0.017 0.00
C 2.201 1.508 1.672 -0.034 -0.038 0.084 0.00
C -2.436 -5.443 0.652 0.228 0.077 0.353 -0.01
C 4.535 -2.160 2.642 -0.097 -0.005 -0.038 0.00
C 1.305 1.982 -1.957 -0.061 -0.043 -0.073 0.00
C 1.724 -1.981 2.364 -0.133 -0.092 0.124 0.00
C -2.602 1.663 0.262 -0.080 0.094 0.032 0.00
C 1.176 3.412 -2.497 0.060 -0.028 -0.045 0.00
C -1.696 3.863 -0.459 -0.091 -0.006 -0.009 0.00
H 2.954 0.756 -1.189 -0.019 0.073 -0.038 0.00
H 1.900 3.571 -3.317 -0.066 -0.006 0.058 0.00
H -3.164 -1.776 0.353 -0.023 0.112 0.143 -0.03
H 0.183 3.617 -2.900 0.021 0.001 0.025 0.00
H -2.637 -5.783 -2.494 0.027 0.064 0.009 0.00
H 2.278 3.889 0.310 -0.059 0.019 0.059 0.00
H -1.626 4.119 0.601 0.046 0.031 -0.052 0.00
H -0.055 1.085 -3.445 0.046 -0.007 0.016 0.00
H 3.380 1.807 -2.555 -0.043 -0.015 0.089 0.00
H -2.797 -6.413 0.294 0.028 0.049 0.026 0.00
H -0.412 1.288 2.494 0.021 -0.004 -0.011 0.00
H 1.934 0.456 1.797 -0.001 0.073 0.008 0.00
H -1.542 2.556 -2.866 -0.019 -0.019 0.023 0.00
H -2.584 -4.128 -3.154 0.016 -0.046 0.054 0.00
H -2.036 0.951 -2.293 -0.023 0.052 0.017 0.00
H -2.834 -5.259 1.654 0.031 -0.053 -0.052 0.00
H 2.541 1.873 2.656 -0.019 -0.019 -0.097 0.00
H 3.053 1.549 0.998 0.020 0.000 -0.058 0.00
H 1.137 -0.030 -2.777 0.019 -0.003 -0.007 0.00
H -1.345 -5.472 0.725 -0.062 -0.061 0.034 0.00
H -5.381 -3.893 -1.598 0.011 -0.046 0.060 0.00
H 0.482 2.588 3.288 -0.035 -0.019 -0.075 0.00
H -3.153 2.321 -2.178 0.108 -0.035 0.013 0.00
H -0.924 4.421 -0.991 -0.020 -0.008 -0.026 0.00
H -0.846 2.982 2.188 0.033 -0.060 0.030 0.00
H -1.187 -4.781 -2.289 -0.073 -0.004 -0.020 0.00
H -2.376 1.813 1.319 -0.005 -0.007 -0.033 0.00
H 1.902 4.146 2.016 -0.038 -0.011 -0.073 0.00
H -5.095 -5.501 -0.885 -0.018 0.066 -0.004 0.00
H 1.384 4.159 -1.728 0.009 0.005 -0.002 0.00
H -3.613 2.069 0.078 0.098 -0.039 0.026 0.00
H 3.177 2.498 -0.942 0.008 -0.047 0.001 0.00
H -5.463 -4.109 0.158 0.024 -0.031 -0.056 0.00
H -2.677 4.227 -0.814 0.077 -0.020 0.058 0.00
H 0.681 4.482 0.779 -0.053 0.018 -0.025 0.00
H 1.639 1.191 -3.960 -0.064 -0.009 0.074 0.00
H -2.649 0.588 0.073 -0.022 0.006 -0.032 0.00
```
Forces are in eV/Å.

LUMO (alpha / beta) (Ha): 0.1613 / 0.1613
Energy above the lowest of the compared OMol25 structures with the same formula, charge and spin (kcal per mole): 1.65
HOMO-LUMO gap (alpha / beta) (eV): 4.97 / 4.27
Net charge: -2
HOMO level (alpha / beta) (eV): -0.58 / 0.12
Expectation value of S²: 12.788
Electronic energy (eV): -164426.3748
2S+1: 7

***

Computed, not measured: a molecular structure, C22H37ClIrP2, with wB97M-V/def2-TZVPD.

Geometry as XYZ:
```
63
Properties=species:S:1:pos:R:3:forces:R:3:lowdin_spin:R:1
Ir -0.139 0.092 -2.206 0.955 1.103 5.532 1.69
Cl 2.079 0.743 3.166 0.313 0.047 -0.335 0.03
P 0.382 3.048 1.022 -0.173 -0.101 -0.991 0.12
P 0.665 -2.643 1.037 -0.029 -3.355 0.459 0.55
C 2.141 -3.412 0.290 0.397 1.164 -0.752 0.08
C -0.002 0.224 6.537 0.190 0.482 -0.401 0.06
C 1.260 2.059 -0.333 0.891 -0.290 0.341 0.09
C -0.957 -1.557 -2.923 0.485 -2.246 -1.657 0.18
C -0.601 -3.836 0.440 -0.559 1.063 -0.818 0.08
C 1.032 0.540 5.638 -0.236 -0.480 0.277 -0.01
C -1.957 -1.179 -3.996 -0.888 -0.176 -0.460 0.04
C -1.594 0.209 4.710 0.621 0.765 -0.272 0.06
C -1.301 0.029 6.056 0.179 -0.261 -0.026 0.01
C 0.772 0.615 4.276 -1.705 0.143 0.735 0.07
C -0.585 0.628 3.794 1.333 -1.009 2.091 0.08
C 1.273 4.639 1.246 0.065 0.018 -0.159 0.04
C 0.738 0.600 -0.513 2.386 0.400 2.884 0.34
C 0.671 -3.075 2.788 0.406 1.511 0.750 0.08
C -0.041 1.270 -3.775 -1.004 1.851 -2.465 0.13
C 0.490 -1.456 -3.241 -0.854 -2.799 -1.354 0.13
C 0.901 -1.010 -4.632 0.805 0.412 -0.064 0.02
C 0.430 0.454 -4.977 0.568 -0.207 -0.680 0.02
C -0.942 3.547 -0.176 -0.298 0.111 0.375 0.01
C -2.403 0.316 -3.972 -0.819 -0.359 0.160 0.04
C -1.413 1.181 -3.243 -0.252 1.705 -2.649 0.16
C -0.824 0.962 2.450 -2.182 -0.002 -1.854 0.58
H 2.347 1.939 -0.109 -0.687 0.439 -0.180 0.01
H -1.555 -1.397 -4.987 0.078 -0.159 0.137 0.00
H 2.907 -2.634 0.157 0.111 -0.537 0.082 0.00
H 1.310 0.964 -5.404 -0.493 -0.121 0.175 0.00
H -0.253 -2.699 3.249 0.208 -0.155 0.010 0.00
H 1.519 -2.539 3.246 -0.313 -0.304 0.143 0.00
H -1.531 4.387 0.213 0.027 -0.271 -0.134 0.00
H -2.833 -1.828 -3.876 0.124 0.238 -0.099 0.00
H -1.748 1.551 2.202 0.882 -0.918 0.241 0.02
H -0.532 3.816 -1.161 -0.034 0.101 0.322 0.00
H 1.846 -3.790 -0.698 0.159 0.211 0.240 0.00
H -2.086 -0.284 6.738 0.092 0.109 -0.082 0.00
H -1.600 2.680 -0.304 -0.140 0.149 -0.010 0.00
H -3.395 0.402 -3.504 0.377 -0.023 0.029 0.00
H 1.092 5.347 0.426 0.226 -0.199 0.151 0.01
H 1.151 2.564 -1.293 0.347 0.402 0.048 0.01
H -0.312 0.422 -5.790 0.009 0.130 0.427 0.00
H 0.869 5.075 2.175 0.228 -0.137 -0.324 0.00
H 2.042 0.701 6.001 -0.082 -0.149 -0.052 0.00
H -1.570 -3.312 0.442 0.052 -0.592 0.026 0.00
H 1.659 -0.039 -0.488 -0.337 0.092 -0.314 0.05
H -0.516 0.231 1.685 -0.164 0.506 0.600 0.03
H -2.545 0.707 -4.989 0.136 -0.192 0.132 0.00
H -0.341 -4.129 -0.592 -0.295 0.075 0.463 0.00
H 2.345 4.456 1.381 -0.218 0.163 -0.001 0.00
H 0.768 -4.161 2.942 -0.010 0.316 -0.367 0.02
H 0.561 -1.738 -5.381 -0.087 0.211 0.190 0.00
H 0.464 2.249 -3.688 -0.161 -0.611 0.427 0.02
H 2.003 -1.020 -4.698 -0.461 -0.103 0.151 0.00
H 1.153 -2.172 -2.730 -0.150 0.452 -0.149 0.02
H -2.606 0.063 4.333 0.173 0.182 0.134 0.00
H 2.519 -4.255 0.877 -0.133 0.277 0.242 0.02
H -1.793 2.074 -2.746 0.089 -0.141 0.138 0.02
H 0.246 0.267 0.407 -0.253 0.093 -0.679 0.03
H -1.254 -2.342 -2.207 0.127 0.569 -0.161 0.02
H 0.211 0.175 7.609 -0.072 -0.068 -0.437 0.00
H -0.619 -4.719 1.101 0.048 0.479 -0.182 0.02
```
Forces are in eV/Å.

LUMO (alpha / beta) (Ha): -0.2580 / -0.3689
Energy above the lowest of the compared OMol25 structures with the same formula, charge and spin (kcal per mole): 4.94
HOMO-LUMO gap (alpha / beta) (eV): 4.77 / 3.17
Net charge: +2
HOMO level (alpha / beta) (eV): -11.79 / -13.21
Expectation value of S²: 8.774
Electronic energy (eV): -57327.9919
2S+1: 6

***

Computed, not measured: a molecular structure, C22H37GeN9P2Ti, with wB97M-V/def2-TZVPD.

Geometry as XYZ:
```
72
Properties=species:S:1:pos:R:3:forces:R:3:lowdin_spin:R:1
Ge -0.552 3.589 0.552 0.040 0.020 -0.058 -0.01
Ti -0.133 0.243 0.217 -1.473 2.246 -1.340 0.66
P 1.197 -2.297 1.053 0.016 0.128 0.046 0.29
P -0.050 0.035 -2.441 -0.394 0.552 -0.562 0.02
N -0.304 1.934 -4.497 0.085 0.023 0.001 0.00
N 0.686 -1.381 3.747 0.132 -0.185 0.131 0.04
N 3.415 -1.227 -0.369 0.109 -0.248 -0.041 0.12
N -1.249 -3.554 0.269 0.081 -0.252 -0.037 0.10
N 0.144 -0.361 -5.212 -0.023 0.021 -0.030 0.00
N -1.345 -1.343 0.187 -0.614 -1.336 -0.011 0.08
N -0.013 -0.003 2.185 0.284 -0.398 1.823 0.01
N 1.856 0.299 0.066 1.536 -0.202 -0.130 0.10
N -2.076 0.249 -4.364 -0.005 -0.100 0.018 0.00
C -2.586 -1.859 -0.138 0.278 0.201 -0.002 0.03
C 0.195 1.760 -3.133 0.017 -0.257 -0.041 0.00
C -1.825 -0.162 -2.980 0.184 0.050 -0.128 0.00
C -0.742 -4.887 0.506 -0.053 0.083 -0.043 0.01
C 3.833 -0.036 -0.922 0.114 -0.154 -0.004 0.02
C -1.147 1.831 0.042 0.250 -0.169 -0.002 -0.06
C 1.303 -2.533 4.383 -0.057 0.128 -0.034 0.01
C 4.146 -2.473 -0.372 -0.058 0.098 -0.039 0.02
C -0.539 -2.399 0.471 -0.265 -0.046 0.165 0.18
C 0.688 -0.825 -3.931 -0.045 -0.095 0.138 0.00
C -1.997 4.901 0.406 -0.141 0.085 -0.018 0.00
C -2.533 -3.211 -0.093 0.050 -0.151 -0.023 0.02
C 0.403 1.063 -5.430 -0.040 -0.084 0.150 0.00
C -1.735 1.656 -4.574 0.068 -0.081 0.038 0.00
C -0.008 -0.374 4.378 0.055 -0.091 0.052 -0.01
C -1.303 -0.570 -5.295 0.075 0.053 0.121 0.00
C 2.205 -1.012 0.258 0.394 0.283 0.145 0.19
C 0.667 -1.131 2.414 -0.212 -0.060 0.017 0.10
C 0.947 4.329 -0.489 0.075 -0.036 -0.089 0.00
C 2.886 0.889 -0.649 -0.372 -0.117 0.122 0.03
C 0.135 3.749 2.390 0.015 -0.043 0.099 0.00
C -0.440 0.472 3.409 0.080 -0.039 -0.329 0.02
H -3.419 -1.222 -0.378 0.001 0.021 -0.030 0.00
H 1.264 1.987 -3.119 0.038 0.052 0.055 0.00
H 5.211 -2.267 -0.453 0.015 0.017 -0.024 0.00
H 1.197 -2.437 5.460 -0.008 0.018 0.009 0.00
H -0.662 3.668 3.132 0.028 -0.010 -0.015 0.00
H -2.101 -1.211 -2.871 -0.055 -0.060 0.052 0.00
H -1.021 1.373 3.487 0.019 0.006 -0.003 0.00
H -3.286 -3.956 -0.286 0.031 0.023 0.012 0.00
H -0.307 2.443 -2.452 -0.053 0.060 0.030 0.00
H -0.361 -4.979 1.524 -0.010 0.019 0.034 0.00
H 0.882 2.979 2.594 -0.009 0.029 0.026 0.00
H -2.371 4.949 -0.619 -0.001 0.015 0.037 0.00
H 0.083 1.310 -6.444 -0.011 0.002 -0.025 0.00
H 0.519 -1.901 -3.840 0.008 -0.029 -0.027 0.00
H 1.769 -0.666 -3.920 0.038 0.000 -0.027 0.00
H -2.447 0.421 -2.300 -0.029 0.045 0.008 0.00
H -1.549 -5.602 0.366 -0.026 -0.014 -0.015 0.00
H 0.706 4.467 -1.545 0.014 -0.012 0.020 0.00
H 1.821 3.677 -0.413 -0.012 0.047 -0.020 0.00
H -1.618 -0.323 -6.311 -0.002 0.012 -0.025 0.00
H -2.827 4.626 1.061 0.013 0.030 -0.032 0.00
H -2.250 2.258 -3.825 -0.022 0.024 -0.006 0.00
H -1.640 5.893 0.694 -0.042 -0.037 -0.017 0.00
H 2.360 -2.588 4.134 0.039 0.023 -0.012 0.00
H -2.088 1.946 -5.566 -0.001 -0.001 -0.040 0.00
H 0.606 4.730 2.502 -0.013 -0.041 0.031 0.00
H 3.965 -3.008 0.559 -0.003 0.013 0.045 0.01
H -2.230 1.811 -0.131 -0.003 -0.016 -0.010 -0.01
H 1.476 1.246 -5.347 0.002 0.010 0.004 0.00
H 3.840 -3.115 -1.201 -0.036 -0.008 -0.022 0.01
H -1.522 -1.624 -5.109 -0.011 -0.009 0.003 0.00
H 2.863 1.927 -0.930 -0.019 0.002 0.014 0.00
H 4.779 0.051 -1.431 -0.049 -0.019 0.000 0.00
H 0.822 -3.455 4.060 -0.045 -0.021 -0.016 0.00
H 1.220 5.298 -0.064 -0.005 -0.019 -0.054 0.00
H 0.069 -5.122 -0.184 0.022 0.017 -0.029 0.01
H -0.123 -0.347 5.449 0.012 -0.015 -0.040 0.00
```
Forces are in eV/Å.

LUMO (alpha / beta) (Ha): 0.0171 / 0.0126
Energy above the lowest of the compared OMol25 structures with the same formula, charge and spin (kcal per mole): 0.00
HOMO-LUMO gap (alpha / beta) (eV): 5.02 / 6.73
HOMO level (alpha / beta) (eV): -4.55 / -6.38
Expectation value of S²: 2.021
Electronic energy (eV): -135031.0370
2S+1: 3

***

Computed, not measured: a molecular structure, C22H37LaO2Si, with wB97M-V/def2-TZVPD.

Geometry as XYZ:
```
63
Properties=species:S:1:pos:R:3:forces:R:3:lowdin_charge:R:1
La 0.838 0.563 -0.210 0.457 1.165 -0.171 1.61
Si 5.505 2.627 1.163 -0.631 -0.296 -0.053 0.61
O -4.927 -0.813 -1.599 -2.551 -0.533 -0.516 -0.21
O -1.161 -0.611 -0.273 -2.400 -0.976 0.167 -0.37
C 5.566 3.114 2.974 0.072 -0.019 0.073 -0.25
C -7.163 -1.887 -1.751 0.724 0.214 -0.346 -0.15
C -1.033 -2.606 1.209 0.297 -0.142 -0.016 0.00
C -5.709 -2.016 -1.263 0.074 0.114 0.636 -0.18
C 2.630 0.066 -2.180 0.596 -0.314 -0.085 -0.27
C 3.401 0.103 -0.975 -0.117 -1.081 -0.449 -0.24
C -1.483 -2.733 -1.364 0.272 -0.267 -0.028 0.00
C -2.578 -0.103 -0.175 0.853 0.168 -0.420 -0.08
C 6.979 1.610 0.613 0.186 -0.009 0.017 -0.25
C 3.038 -1.037 -0.192 0.530 -0.039 -0.811 -0.24
C 0.307 2.057 2.032 -0.168 0.084 0.637 -0.26
C 1.714 2.119 1.840 0.400 -0.411 0.783 -0.26
C 1.160 -0.062 2.392 0.103 0.739 0.416 -0.24
C -7.294 -0.397 -2.109 0.213 0.150 0.674 -0.15
C 5.107 4.072 0.039 0.132 0.120 -0.048 -0.25
C 2.248 0.815 2.101 -0.647 0.666 0.478 -0.26
C -1.666 -2.014 -0.036 0.534 0.352 0.192 -0.49
C -0.035 0.723 2.389 0.303 0.309 0.609 -0.26
C 1.789 -1.083 -2.128 0.401 -0.282 -0.283 -0.27
C -3.086 -1.492 0.114 -0.104 -0.749 0.093 -0.11
C 2.027 -1.751 -0.888 0.637 -0.387 -0.337 -0.26
C -5.846 0.141 -2.175 0.104 0.185 -0.698 -0.18
H 2.331 3.001 1.643 -0.450 -0.332 -0.031 0.08
H -5.749 1.103 -1.654 0.043 -0.279 0.008 0.12
H 4.674 3.708 3.223 0.283 -0.191 0.006 0.02
H 2.743 0.752 -3.020 -0.134 -0.252 0.343 0.09
H -1.001 0.396 2.791 0.312 0.103 -0.536 0.10
H -5.210 -2.906 -1.667 -0.037 0.300 -0.078 0.12
H 3.553 -1.380 0.706 -0.413 0.288 -0.185 0.11
H -7.821 -0.263 -3.059 0.031 0.187 0.357 0.11
H 5.929 4.805 0.073 -0.253 -0.026 -0.130 0.03
H -2.053 -3.674 -1.417 0.106 0.242 0.188 0.10
H -7.304 -2.520 -2.636 -0.185 0.127 0.315 0.11
H 6.466 3.699 3.221 -0.208 -0.113 0.020 0.02
H -7.816 0.117 -1.282 -0.007 -0.110 -0.592 0.11
H 4.176 4.557 0.371 0.317 -0.094 -0.164 0.02
H 1.253 -1.106 2.682 -0.069 0.257 -0.088 0.10
H 4.209 0.794 -0.742 -0.391 -0.037 0.017 0.06
H 7.909 2.131 0.888 -0.059 -0.241 -0.130 0.02
H -1.212 -1.941 2.073 0.134 -0.297 -0.426 0.09
H -0.425 -2.966 -1.549 -0.300 0.105 0.038 0.07
H -2.620 0.630 0.640 -0.142 -0.179 -0.247 0.12
H 6.967 1.443 -0.476 0.029 0.040 0.370 0.02
H -0.382 2.909 2.010 0.359 -0.447 -0.110 0.10
H 6.952 0.631 1.118 0.138 0.320 -0.197 0.02
H -2.900 0.314 -1.137 0.153 -0.004 0.395 0.12
H 5.559 2.197 3.585 0.019 0.360 -0.061 0.02
H -3.651 -1.976 -0.671 0.067 0.484 0.381 0.06
H 1.636 -2.734 -0.591 0.139 0.623 -0.143 0.09
H 0.056 -2.736 1.072 -0.459 0.084 0.112 0.07
H -3.611 -1.603 1.065 0.331 -0.150 0.027 0.13
H -5.553 0.314 -3.224 0.001 -0.095 0.291 0.12
H -1.471 -3.593 1.439 0.080 0.354 -0.194 0.10
H 3.308 0.593 2.200 -0.299 -0.057 -0.371 0.08
H -7.855 -2.165 -0.946 0.134 -0.101 -0.434 0.11
H -5.719 -2.127 -0.164 0.158 0.129 -0.343 0.11
H 4.974 3.726 -0.998 0.035 0.189 0.311 0.02
H -1.844 -2.068 -2.168 0.128 -0.303 0.284 0.11
H 1.172 -1.468 -2.949 0.139 0.354 0.487 0.10
```
Forces are in eV/Å.

LUMO (alpha / beta) (Ha): 0.0118 / 0.0115
Energy above the lowest of the compared OMol25 structures with the same formula, charge and spin (kcal per mole): 0.00
HOMO-LUMO gap (alpha / beta) (eV): 3.84 / 6.47
HOMO level (alpha / beta) (eV): -3.52 / -6.15
Electronic energy (eV): -36242.2746

***

no.,M (g/mol)
1,734.97
2,591.16
3,610.03
4,500.53